Entry 1:
103
Properties=species:S:1:pos:R:3 method="wB97M-V/def2-TZVPD" relative_energy_kcal_mol=89.0 e_tot_ev=-65617.6022 lumo_ev=-6.72 largest_force_ev_per_a=4.62 gap_ha=0.2219 molar_mass_da=650.34 charge=+3
C -1.259 3.367 0.430
C -0.499 4.026 1.507
N -0.539 5.493 1.452
C -1.666 6.269 1.386
C -1.236 7.588 1.319
N 0.095 7.567 1.355
C 0.583 6.274 1.359
C 0.933 8.756 1.433
H -1.126 2.289 0.518
H -0.743 3.514 -0.519
H -2.318 3.611 0.346
H 0.542 3.718 1.604
H -1.021 3.743 2.421
H -2.637 5.804 1.304
H -1.693 8.567 1.335
H 1.619 5.971 1.349
H 1.971 8.525 1.195
H 0.695 9.288 2.355
H 0.611 9.347 0.575
C -3.955 -3.158 0.813
C -2.775 -3.815 0.113
N -3.180 -4.158 -1.228
C -3.967 -5.193 -1.613
C -4.058 -5.208 -2.986
N -3.697 -3.946 -3.365
C -3.104 -3.287 -2.308
C -3.920 -3.280 -4.629
H -4.456 -2.395 0.217
H -3.431 -2.797 1.698
H -4.722 -3.902 1.026
H -2.317 -4.650 0.644
H -1.898 -3.170 0.068
H -4.233 -5.902 -0.843
H -4.567 -5.944 -3.591
H -2.817 -2.247 -2.348
H -4.758 -2.629 -4.379
H -4.294 -3.972 -5.383
H -3.043 -2.773 -5.031
C 1.171 -0.371 6.994
C 1.392 0.286 5.526
N 0.228 0.269 4.662
C -0.027 -0.693 3.682
C -1.232 -0.341 3.019
N -1.744 0.781 3.669
C -0.786 1.225 4.653
C -2.945 1.466 3.272
H 0.971 -1.441 6.937
H 0.447 0.041 7.697
H 2.187 -0.322 7.385
H 2.225 -0.064 4.916
H 1.741 1.316 5.597
H 0.591 -1.568 3.544
H -1.814 -0.692 2.180
H -0.892 2.138 5.220
H -3.066 2.386 3.845
H -3.834 0.901 3.555
H -3.015 1.662 2.202
C 2.080 -5.981 -5.124
C 0.613 -5.767 -5.715
N 0.277 -4.418 -5.413
C 0.033 -3.392 -6.305
C -0.309 -2.257 -5.579
N -0.018 -2.501 -4.276
C 0.232 -3.849 -4.176
C -0.006 -1.595 -3.141
H 2.192 -5.810 -4.054
H 2.875 -5.322 -5.473
H 2.508 -6.948 -5.386
H -0.134 -6.441 -5.297
H 0.677 -5.850 -6.800
H 0.007 -3.477 -7.381
H -0.517 -1.307 -6.049
H 0.458 -4.346 -3.245
H 0.807 -0.869 -3.150
H 0.148 -2.159 -2.221
H -0.955 -1.062 -3.096
C 5.136 3.872 2.122
C 4.619 2.455 2.505
N 3.508 2.042 1.638
C 2.256 1.585 1.999
C 1.480 1.358 0.799
N 2.321 1.605 -0.279
C 3.547 2.018 0.250
C 1.846 1.365 -1.715
H 4.325 4.599 2.115
H 5.511 3.796 1.101
H 5.953 4.196 2.767
H 4.252 2.446 3.531
H 5.466 1.770 2.452
H 2.142 1.443 3.063
H 0.451 1.050 0.677
H 4.372 2.337 -0.370
H 0.795 1.079 -1.720
H 2.447 0.625 -2.243
H 2.013 2.348 -2.156
C 1.576 -2.096 0.164
C 2.439 -2.764 -0.954
O 2.204 -3.938 -1.257
O 3.213 -1.998 -1.515
H 2.290 -1.800 0.933
H 0.913 -2.834 0.615
H 0.999 -1.279 -0.271
Cl -1.758 -0.202 -0.525

Entry 2:
29
Properties=species:S:1:pos:R:3 method="wB97M-V/def2-TZVPD" relative_energy_kcal_mol=0.0 e_tot_ev=-23346.6640 lumo_ev=-0.01 largest_force_ev_per_a=2.97 gap_ha=0.3234 molar_mass_da=197.22 smiles="C[C@H]1C[C@@H]1PC1=NN=NC(C)(C)C1"
C -2.801 -0.092 2.832
C -2.827 -0.760 1.475
C -3.124 0.074 0.256
C -1.699 -0.507 0.540
P -1.188 -1.729 -0.678
C 0.531 -1.325 -1.136
N 0.678 -1.138 -2.415
N 1.875 -0.850 -2.985
N 2.600 -0.022 -2.384
C 2.267 0.348 -0.948
C 3.596 0.746 -0.323
C 1.266 1.568 -0.968
C 1.554 -0.801 -0.188
H -3.849 0.080 3.203
H -2.311 0.902 2.736
H -2.132 -0.574 3.536
H -3.369 -1.799 1.429
H -3.578 -0.394 -0.653
H -3.500 1.134 0.392
H -0.875 0.100 0.949
H -1.677 -1.101 -1.764
H 3.625 1.779 -0.001
H 4.277 0.712 -1.115
H 4.132 0.133 0.510
H 1.817 2.336 -0.439
H 0.278 1.180 -0.711
H 1.041 1.977 -1.938
H 2.264 -1.616 0.037
H 1.128 -0.364 0.752

Entry 3:
15
Properties=species:S:1:pos:R:3 method="wB97M-V/def2-TZVPD" relative_energy_kcal_mol=30.7 e_tot_ev=-21983.9579 lumo_ev=0.73 largest_force_ev_per_a=4.27 gap_ha=0.3418 molar_mass_da=106.27 smiles=C[SiH2][C@@H](C)S
C 2.375 0.441 0.722
Si 0.469 0.879 0.430
C -0.564 -1.104 0.018
C -2.017 -1.070 -0.013
S 0.034 -1.428 -1.726
H 2.787 0.035 -0.216
H 2.679 1.434 0.855
H 2.510 -0.137 1.661
H 0.217 2.090 1.210
H -0.165 1.528 -0.844
H -0.208 -1.983 0.492
H -2.499 -0.400 -0.773
H -2.341 -2.101 -0.276
H -2.341 -0.866 1.003
H -0.894 -0.873 -2.493

Entry 4:
7
Properties=species:S:1:pos:R:3 method="wB97M-V/def2-TZVPD" relative_energy_kcal_mol=42.2 e_tot_ev=-22088.8723 lumo_ev="0.78 / -2.37" largest_force_ev_per_a=5.04 spin_multiplicity=3 gap_ha="0.3223 / 0.3472" molar_mass_da=114.48
C -2.341 -0.720 0.009
C -3.446 0.245 0.041
O -3.416 -1.024 -0.602
F -3.390 1.285 -0.812
F -4.459 0.456 0.872
Cl 0.793 -1.007 -0.637
H 0.743 0.183 -1.145

Entry 5:
100
Properties=species:S:1:pos:R:3 method="wB97M-V/def2-TZVPD" relative_energy_kcal_mol=43.5 e_tot_ev=-219485.3735 lumo_ev="1.32 / 1.32" largest_force_ev_per_a=2.11 gap_ha="0.2407 / 0.2407" molar_mass_da=886.12 charge=-1
Ti 0.329 -0.926 0.596
C 2.791 0.868 -0.457
N 2.511 0.066 0.769
C 3.504 -1.035 0.803
C 3.163 -2.025 1.879
N 1.906 -2.693 1.527
C 2.171 -3.770 0.537
C 1.248 -3.307 2.664
C 1.939 -3.766 3.773
C 1.258 -4.414 4.795
C -0.111 -4.608 4.695
C -0.800 -4.154 3.578
C -0.124 -3.502 2.553
S -0.973 -2.895 1.141
C 2.677 0.893 1.972
C 3.847 1.622 2.151
C 4.024 2.417 3.270
C 3.017 2.479 4.227
C 1.858 1.744 4.055
C 1.671 0.934 2.928
S 0.180 0.023 2.772
H 3.842 1.165 -0.494
H 2.173 1.758 -0.472
H 2.565 0.274 -1.338
H 4.506 -0.630 0.969
H 3.500 -1.516 -0.173
H 3.035 -1.510 2.830
H 3.983 -2.742 1.984
H 2.893 -4.483 0.950
H 2.559 -3.360 -0.388
H 1.243 -4.289 0.314
H 3.009 -3.616 3.859
H 1.800 -4.766 5.665
H -0.651 -5.103 5.493
H -1.875 -4.270 3.500
H 4.635 1.581 1.408
H 4.938 2.985 3.389
H 3.134 3.105 5.103
H 1.058 1.787 4.785
C -0.617 -2.890 -4.236
C -0.711 -2.823 -2.711
Ge 0.604 -1.576 -1.891
C 2.322 -2.248 -2.732
C 2.805 -1.467 -3.959
C 0.338 0.084 -2.927
C 0.045 1.297 -2.440
Ge -0.487 1.457 -0.482
C 0.259 2.938 0.677
C 0.467 4.388 0.229
C -2.362 2.149 -0.618
C -2.629 3.246 -1.658
C -0.032 2.437 -3.402
C -0.708 2.312 -4.619
C -0.752 3.359 -5.528
C -0.114 4.560 -5.244
C 0.569 4.697 -4.044
C 0.603 3.647 -3.137
H -1.321 -3.621 -4.644
H 0.384 -3.183 -4.564
H -0.844 -1.923 -4.691
H -0.548 -3.813 -2.272
H -1.719 -2.520 -2.414
H 2.149 -3.297 -2.998
H 3.131 -2.261 -1.997
H 2.068 -1.484 -4.765
H 3.735 -1.887 -4.355
H 2.989 -0.417 -3.718
H 0.515 0.022 -4.005
H 1.168 2.597 1.163
H -0.514 2.914 1.452
H 1.368 4.504 -0.373
H 0.593 5.033 1.105
H -0.372 4.780 -0.345
H -2.589 2.526 0.382
H -3.073 1.341 -0.790
H -1.967 4.106 -1.551
H -3.656 3.603 -1.545
H -2.519 2.878 -2.678
H -1.227 1.385 -4.838
H -1.291 3.240 -6.460
H -0.154 5.383 -5.947
H 1.072 5.628 -3.806
H 1.137 3.751 -2.206
N -2.300 -0.950 -0.201
C -3.410 -0.642 0.699
C -3.231 0.198 1.782
C -4.304 0.514 2.608
C -5.558 -0.026 2.357
C -5.733 -0.894 1.283
C -4.662 -1.196 0.456
S -6.954 0.351 3.430
O -8.086 0.423 2.519
O -6.998 -0.782 4.344
O -6.594 1.614 4.055
H -2.362 -1.937 -0.427
H -2.415 -0.457 -1.083
H -2.246 0.596 1.985
H -4.187 1.187 3.449
H -6.718 -1.310 1.109
H -4.790 -1.867 -0.389

Entry 6:
18
Properties=species:S:1:pos:R:3 method="wB97M-V/def2-TZVPD" relative_energy_kcal_mol=96.2 e_tot_ev=-6412.7677 lumo_ev=1.21 largest_force_ev_per_a=0.35 gap_ha=0.3912 molar_mass_da=84.16 smiles="C1=CC1.C=C.C"
C -0.485 -1.791 -1.012
C -1.650 -1.244 -0.902
C -1.060 -1.768 0.374
H 0.358 -2.080 -1.620
H -2.494 -0.743 -1.349
H -0.665 -1.063 1.114
H -1.451 -2.689 0.818
C 2.320 0.979 0.234
C 2.319 -0.326 -0.016
H 2.764 1.693 -0.456
H 1.875 1.388 1.138
H 1.872 -1.040 0.673
H 2.767 -0.734 -0.919
C -1.294 1.884 0.385
H -0.463 1.325 -0.056
H -2.007 1.182 0.826
H -1.792 2.470 -0.392
H -0.916 2.556 1.159

Entry 7:
25
Properties=species:S:1:pos:R:3 method="wB97M-V/def2-TZVPD" relative_energy_kcal_mol=0.0 e_tot_ev=-18579.6899 lumo_ev=0.68 largest_force_ev_per_a=5.86 gap_ha=0.3335 molar_mass_da=254.12 smiles="C=C(I)[C@H](CCC)N(C)N"
C -1.711 0.285 2.232
C -1.471 0.062 0.970
I -2.983 0.508 -0.386
C -0.130 -0.465 0.349
C 0.455 0.561 -0.651
C 0.880 1.880 0.133
C 1.757 2.693 -0.858
N -0.604 -1.613 -0.339
C 0.269 -2.242 -1.320
N -1.174 -2.757 0.359
H -2.617 0.576 2.708
H -0.803 0.189 2.832
H 0.514 -0.770 1.176
H -0.250 0.732 -1.463
H 1.372 0.318 -1.240
H 1.522 1.487 1.065
H -0.019 2.563 0.520
H 1.330 2.908 -1.746
H 2.723 2.393 -1.082
H 1.739 3.747 -0.372
H 1.217 -2.593 -0.690
H -0.145 -3.076 -1.939
H 0.732 -1.597 -2.089
H -0.588 -3.266 1.010
H -2.016 -2.522 0.821

Entry 8:
90
Properties=species:S:1:pos:R:3 method="wB97M-V/def2-TZVPD" relative_energy_kcal_mol=62.5 e_tot_ev=-248533.7554 lumo_ev="-0.56 / -0.15" largest_force_ev_per_a=1.60 spin_multiplicity=2 gap_ha="0.2882 / 0.3037" molar_mass_da=914.78
Cr 0.224 0.354 -0.114
O 2.792 2.127 2.847
S 2.100 2.348 1.614
O 2.877 2.616 0.440
O 1.152 1.180 1.376
C 0.970 3.716 1.943
C 1.385 4.514 3.005
C 0.602 5.563 3.463
C -0.617 5.816 2.873
C -1.038 5.044 1.802
C -0.259 4.000 1.316
S -0.937 3.188 -0.147
O -2.060 3.995 -0.498
O -1.026 2.358 -2.251
O -1.195 1.785 0.295
H 2.323 4.277 3.484
H 0.950 6.168 4.290
H -1.244 6.623 3.230
H -1.973 5.255 1.306
C -2.291 -4.532 -1.273
C -2.832 -3.123 -1.363
O -1.892 -2.223 -0.725
P -1.316 -0.946 -1.509
O -2.632 -0.235 -2.013
C -2.848 0.389 -3.318
C -4.254 0.925 -3.320
O -0.754 -1.512 -2.889
C 0.472 -2.258 -2.870
C 0.534 -3.097 -4.122
H -3.024 -5.235 -1.673
H -2.084 -4.799 -0.237
H -1.369 -4.635 -1.846
H -3.780 -3.027 -0.835
H -2.989 -2.830 -2.400
H -2.696 -0.378 -4.080
H -2.122 1.187 -3.429
H -4.984 0.128 -3.173
H -4.454 1.410 -4.276
H -4.370 1.665 -2.528
H 0.508 -2.884 -1.978
H 1.303 -1.553 -2.820
H -0.320 -3.773 -4.176
H 1.449 -3.691 -4.127
H 0.527 -2.462 -5.007
C 3.485 -3.713 2.479
Ge 4.085 -3.728 0.633
C 4.349 -5.543 0.004
C 5.715 -2.691 0.445
C 2.644 -2.914 -0.435
Se 2.487 -1.033 0.001
C 3.549 -0.236 -1.394
H 4.277 -4.071 3.136
H 2.612 -4.355 2.607
H 3.230 -2.695 2.774
H 5.118 -6.040 0.595
H 4.664 -5.540 -1.040
H 3.424 -6.115 0.089
H 6.465 -3.048 1.150
H 5.515 -1.642 0.666
H 6.121 -2.778 -0.563
H 1.691 -3.375 -0.168
H 2.781 -3.019 -1.511
H 4.523 -0.719 -1.408
H 3.632 0.814 -1.124
H 3.034 -0.332 -2.345
C -2.058 -1.834 3.656
C -0.679 -1.901 3.550
C -0.069 -1.321 2.455
N -0.762 -0.721 1.485
C -2.091 -0.635 1.599
C -2.775 -1.181 2.668
H -2.565 -2.271 4.506
H -0.076 -2.378 4.309
H 1.009 -1.308 2.358
H -2.610 -0.095 0.817
H -3.850 -1.083 2.722
Cl 3.461 4.307 -6.796
C 2.550 3.746 -5.416
C 2.449 2.389 -5.175
C 1.731 1.951 -4.071
C 1.115 2.860 -3.221
C 1.220 4.219 -3.487
C 1.941 4.668 -4.581
C 0.253 2.368 -2.084
O 0.430 3.307 -0.902
O 0.799 1.102 -1.622
H 2.929 1.686 -5.842
H 1.640 0.894 -3.870
H 0.735 4.927 -2.830
H 2.034 5.725 -4.788

Entry 9:
14
Properties=species:S:1:pos:R:3 method="wB97M-V/def2-TZVPD" relative_energy_kcal_mol=154.8 e_tot_ev=-9840.5680 lumo_ev=0.96 largest_force_ev_per_a=5.17 gap_ha=0.3584 molar_mass_da=101.10 smiles="CON1C=CCO1"
C 0.814 1.873 0.078
O 1.073 1.381 -1.211
N 0.773 0.121 -1.547
C 1.038 -0.917 -0.127
C -0.050 -1.690 -0.061
C -1.106 -1.208 -0.949
O -0.670 -0.095 -1.656
H 1.527 2.785 0.306
H 1.037 1.128 0.826
H -0.230 2.199 0.118
H 2.010 -0.829 0.306
H -0.161 -2.581 0.457
H -1.346 -1.877 -1.774
H -2.162 -1.060 -0.531